No. 1
{
  "formula": "C2HFeLiO2",
  "method": "ωB97M-V/def2-TZVPD",
  "elements": ["O", "C", "Fe", "Li", "H", "C", "O"],
  "coordinates": [[0.97245, 0.73367, -0.09423], [0.80374, -0.49849, 0.08329], [0.44921, 2.04924, 1.24085], [-0.84346, 1.15050, -1.05322], [1.18905, -1.06094, 0.91653], [-0.76854, -0.94363, -0.45261], [-1.80244, -1.43034, -0.64060]],
  "forces_ev_per_angstrom": [[-0.063, 0.861, -0.291], [-2.052, 0.106, -1.399], [0.466, 0.385, 0.534], [0.066, 0.860, -0.705], [-0.239, -0.890, 0.292], [-1.987, -2.906, 1.590], [3.809, 1.584, -0.020]],
  "lowdin_spin": [0.241, 0.437, 3.102, -0.036, 0.024, 0.136, 0.096],
  "s_squared": 6.100,
  "max_force_ha_per_bohr": 0.0802,
  "gap_ev": [7.15, 7.12],
  "e_lumo_ev": [-11.253, -11.022],
  "total_charge": 2,
  "e_homo_ev": [-18.407, -18.145],
  "spin_multiplicity": 5
}

---

No. 2
{
  "formula": "C2HIN3",
  "method": "ωB97M-V/def2-TZVPD",
  "elements": ["C", "C", "N", "N", "N", "I", "H"],
  "coordinates": [[0.87240, -0.74077, 0.65053], [0.95254, -0.80279, -0.72709], [-0.01707, 0.19068, 0.72855], [-0.00612, -0.19937, -1.42074], [-0.56974, 0.41771, -0.49799], [-2.68508, 2.35954, -0.24644], [1.45307, -1.22500, 1.51318]],
  "forces_ev_per_angstrom": [[2.292, -2.560, 2.115], [-0.938, 1.159, -0.362], [-0.891, 0.795, 0.977], [1.272, -1.934, -2.220], [-1.887, 2.491, 1.411], [1.136, -1.017, -0.238], [-0.983, 1.066, -1.682]],
  "lowdin_charge": [-0.099, 0.197, 0.064, 0.058, -0.179, 0.788, 0.171],
  "max_force_ha_per_bohr": 0.0785,
  "gap_ev": [6.51, 6.54],
  "e_lumo_ev": [-9.123, -9.133],
  "total_charge": 1,
  "de_lowest_kcal_mol": 76.8,
  "e_homo_ev": [-15.631, -15.673]
}

---

No. 3
{
  "formula": "C2HInO3",
  "method": "ωB97M-V/def2-TZVPD",
  "elements": ["O", "O", "O", "C", "C", "In", "H"],
  "coordinates": [[-1.90856, 0.14697, 0.04306], [1.15798, -1.40556, 0.03727], [0.11336, 0.92372, -0.10986], [-0.09200, -1.54676, 0.00927], [-0.77238, -0.13307, -0.23347], [1.96787, 0.33150, 0.00857], [-0.46625, 1.68321, 0.24517]],
  "forces_ev_per_angstrom": [[1.960, -1.669, -1.544], [-5.741, -5.414, 0.308], [-2.660, 1.918, -0.204], [4.407, 2.148, -1.082], [-5.324, 0.261, 3.003], [6.522, 3.250, 0.175], [0.837, -0.495, -0.656]],
  "lowdin_charge": [0.308, -0.028, -0.037, 0.347, -0.326, 1.483, 0.253],
  "max_force_ha_per_bohr": 0.1536,
  "gap_ev": [7.92, 7.57],
  "e_lumo_ev": [-13.962, -13.595],
  "total_charge": 2,
  "de_lowest_kcal_mol": 79.1,
  "e_homo_ev": [-21.882, -21.168]
}